A 5-piece molecular cluster, C40H63BClFN10O6P3S overall. Source: the Open Molecules 2025 dataset; level of theory: ωB97M-V/def2-TZVPD.

Geometry as XYZ:
```
126
Properties=species:S:1:pos:R:3:forces:R:3
Cl -1.652 -2.489 -0.211 -0.131 0.137 0.252
S -4.784 6.305 1.663 -0.025 0.072 -0.145
P 0.145 5.044 -0.261 -0.356 0.819 1.644
P -2.957 0.350 1.228 -1.076 1.448 1.592
P -1.926 -1.384 -1.911 0.505 0.137 -0.918
F -2.234 3.651 1.906 0.137 -0.075 0.338
O -0.641 5.943 -1.377 0.330 -0.533 -0.657
O -3.487 -1.013 -1.807 -0.215 0.068 0.506
O 1.152 3.283 1.466 -0.007 0.093 -0.170
O -2.386 4.001 -2.530 -0.052 -0.344 0.377
O 5.246 1.044 0.634 -0.052 0.200 0.113
O 2.213 1.351 2.021 -0.006 -0.058 0.016
N -5.370 -9.624 1.943 0.017 -0.062 -0.038
N -0.682 2.798 -3.760 0.652 1.472 0.645
N -5.132 -3.596 2.838 -0.011 0.014 0.028
N -0.897 2.474 -1.213 -1.509 1.005 -0.188
N 6.926 -1.803 -0.777 0.268 0.178 0.129
N -2.757 1.348 -0.239 1.118 -0.429 1.213
N -2.761 5.050 0.192 -1.922 0.809 1.647
N -1.151 0.196 -1.596 -0.415 -0.361 0.949
N 2.500 7.558 0.006 0.025 -0.100 -0.087
N 1.457 4.542 -1.201 0.156 -0.138 -0.073
C -1.161 3.579 -4.912 0.046 -0.667 -0.296
C 0.795 2.836 -3.771 -0.031 -0.568 -0.090
C -4.317 -12.109 1.263 0.009 -0.019 -0.007
C -5.889 -10.349 0.954 -0.049 0.043 -0.014
C 4.590 0.703 1.858 0.063 0.351 -0.750
C -1.617 1.311 -0.980 0.205 -0.157 -0.826
C -6.005 -4.233 3.615 -0.034 0.022 0.049
C 0.927 -1.086 -2.366 0.843 0.499 0.371
C 0.210 0.244 -2.206 -0.364 -0.560 -0.195
C -0.872 3.414 -0.021 1.340 -0.507 -0.926
C -4.496 -4.320 1.920 0.024 0.130 0.020
C -3.681 5.586 0.847 2.125 -1.264 -1.253
C -5.687 0.103 1.065 0.052 0.253 0.131
C 2.791 8.380 -1.000 -0.026 -0.032 -0.026
C 3.922 9.912 0.427 0.009 0.017 0.009
C 2.915 7.906 1.222 -0.045 -0.079 0.055
C -3.286 2.706 0.038 -0.199 -0.096 -1.124
C -4.692 -5.679 1.733 -0.005 0.021 0.027
C 7.803 -1.331 -1.663 -0.030 0.022 -0.032
C -4.327 -10.136 2.594 0.008 0.060 0.047
C -0.007 2.612 0.992 0.067 -0.003 0.447
C 3.129 0.367 1.589 0.015 -0.467 0.083
C 9.173 -1.514 -1.558 -0.002 -0.027 0.001
C -5.603 -6.331 2.550 -0.071 -0.056 0.031
C -1.499 -0.046 2.267 0.419 -0.608 -0.352
C -4.428 -0.716 1.287 0.166 -0.514 -0.756
C 9.662 -2.223 -0.473 0.020 -0.001 0.000
C 2.290 2.511 1.241 -0.025 0.321 -0.080
C 3.498 9.562 -0.844 -0.005 0.010 0.019
C 3.223 -2.091 -2.594 -0.094 0.010 0.482
C 3.625 9.067 1.485 0.000 0.016 -0.034
C 2.417 -0.787 -2.617 -0.313 -0.806 -0.584
C 7.414 -2.485 0.259 -0.062 -0.005 0.007
C -6.273 -5.590 3.512 0.041 0.024 -0.040
C -2.259 3.708 0.528 -0.738 0.763 0.060
C 3.780 -2.366 -1.199 -0.329 0.419 -0.277
C -3.764 -11.367 2.294 -0.013 -0.009 -0.015
C -5.403 -11.591 0.577 0.020 -0.002 0.017
C -1.749 -1.295 3.125 0.445 -0.047 -0.314
C 8.765 -2.721 0.457 0.000 -0.009 -0.017
B -1.313 3.132 -2.527 0.185 -0.502 -0.659
H -6.513 -3.623 4.354 -0.020 -0.033 0.022
H -6.737 -9.908 0.441 -0.009 -0.033 -0.023
H 1.192 2.127 -4.492 0.052 -0.056 -0.235
H 2.355 2.252 0.176 0.056 -0.172 -0.137
H 1.136 3.832 -4.039 0.019 0.204 -0.175
H -0.584 2.318 1.856 -0.095 -0.016 0.069
H 3.152 3.123 1.496 0.106 0.131 0.159
H 0.824 0.883 -1.589 0.008 0.308 0.080
H -2.191 3.337 -5.139 -0.273 0.130 0.038
H -2.360 -2.035 2.632 -0.337 -0.194 -0.029
H -4.086 2.638 0.759 -0.016 -0.206 0.306
H 0.074 0.668 -3.189 0.234 0.264 -0.091
H -3.723 3.091 -0.873 0.081 0.088 -0.198
H 10.725 -2.386 -0.356 0.008 0.001 0.002
H 2.558 -2.903 -2.877 -0.074 -0.180 -0.213
H 6.679 -2.862 0.962 0.011 -0.024 0.029
H -6.992 -6.055 4.172 -0.014 0.008 0.012
H 4.641 -1.730 -1.020 0.115 -0.150 0.103
H -4.414 -1.581 0.633 0.059 -0.156 -0.121
H -5.804 0.824 1.868 -0.010 0.165 0.122
H -3.927 -9.526 3.396 0.031 -0.025 0.006
H -3.907 -13.075 0.998 0.002 -0.009 -0.001
H -3.182 3.620 -2.898 -0.286 0.214 -0.327
H 0.590 -1.641 -3.230 -0.354 -0.287 0.008
H 4.626 1.591 2.480 0.074 -0.006 0.399
H 0.343 1.717 0.491 -0.135 -0.240 -0.092
H -6.559 -0.540 1.076 -0.135 -0.164 -0.131
H 2.270 4.855 -0.682 0.213 -0.043 -0.039
H -4.145 -6.213 0.968 0.009 0.001 -0.004
H 4.475 10.827 0.591 0.006 0.008 0.001
H 4.046 -3.407 -1.061 0.200 -0.158 0.064
H 2.853 -0.563 2.075 -0.173 -0.033 0.270
H 1.221 2.616 -2.807 -0.045 -0.049 0.257
H -5.782 -7.395 2.434 0.032 0.049 0.001
H -2.166 -1.031 4.087 -0.295 -0.033 0.106
H 1.479 5.059 -2.073 -0.090 -0.073 -0.138
H 5.870 0.355 0.406 0.135 -0.250 -0.165
H 0.882 -1.696 -1.466 -0.287 -0.193 0.125
H 2.437 8.074 -1.979 0.017 0.035 -0.018
H -4.450 -1.089 2.308 0.243 -0.122 0.168
H -3.683 -0.247 -2.357 -0.283 0.093 -0.109
H -0.790 -1.772 3.300 0.162 -0.054 0.190
H -1.349 0.774 2.957 -0.081 0.352 -0.104
H 2.662 7.218 2.021 0.003 0.024 0.024
H 2.488 -0.378 -3.622 0.142 0.534 0.004
H -0.573 -0.142 1.709 0.092 -0.204 -0.243
H 4.021 -2.063 -3.328 0.193 -0.002 -0.097
H 2.801 -0.094 -1.874 0.157 0.287 -0.025
H 3.023 -2.101 -0.462 -0.174 -0.151 0.228
H 3.027 0.198 0.515 -0.025 0.041 -0.230
H 3.935 9.302 2.493 -0.002 -0.012 0.016
H -1.034 4.646 -4.768 -0.117 0.211 0.127
H -5.866 -12.136 -0.233 -0.016 0.006 -0.010
H 5.108 -0.117 2.342 0.040 -0.126 0.224
H 9.837 -1.109 -2.309 -0.004 0.011 -0.015
H -2.916 -11.732 2.856 0.005 0.006 0.018
H 9.102 -3.280 1.318 -0.011 -0.010 0.012
H -1.173 6.577 -0.896 -0.347 0.194 -0.039
H 7.381 -0.780 -2.496 0.032 0.022 -0.021
H -5.664 0.662 0.133 -0.075 -0.044 -0.242
H -0.582 3.295 -5.785 0.095 -0.102 -0.144
H 3.707 10.191 -1.698 -0.007 -0.001 -0.017
H -3.794 -3.763 1.310 0.067 -0.108 -0.118
```
Positions in Å, forces in eV/Å.

As for the orbital gap: 0.2558 Ha. As for the total charge: +1. The calculation puts the total energy at -124301.1052 eV. For the LUMO energy, the calculation gives -2.5 eV.

Atom charges from the Mulliken analysis, given in e for atoms 1 to 2: atom 1 (Cl): -0.161, atom 2 (S): -0.357

C40H63EuN5O5P4Sb as an isolated structure. Source: the Open Molecules 2025 dataset; level of theory: ωB97M-V/def2-TZVPD.

Geometry as XYZ:
```
119
Properties=species:S:1:pos:R:3:forces:R:3
Eu 13.166 12.274 12.424 -0.815 0.473 -1.072
Sb 15.760 10.092 9.375 0.880 -0.550 -1.688
P 12.724 15.507 12.524 -1.572 -0.217 -1.263
P 11.759 11.355 15.687 0.685 0.278 -0.479
P 12.543 8.980 13.892 -0.645 0.492 -0.533
P 11.023 16.410 10.089 0.015 -4.810 0.108
O 12.030 9.815 15.190 -0.036 0.103 -0.002
O 12.442 12.334 14.726 -0.957 -1.159 0.196
O 10.032 14.035 9.246 -1.200 -0.983 -1.165
O 11.921 13.603 10.447 1.889 -1.517 1.278
O 12.623 9.914 12.706 0.308 0.065 0.538
N 13.939 8.358 14.444 0.685 0.490 0.824
N 12.480 11.548 17.144 -0.585 0.151 -0.347
N 10.106 11.307 15.820 0.139 0.658 -1.331
N 11.741 16.696 11.564 0.374 -0.595 0.544
N 11.446 7.800 13.573 0.819 1.166 -0.271
C 8.801 17.729 8.924 0.548 -0.741 0.067
C 13.106 18.495 6.629 0.106 -0.029 -0.933
C 15.469 15.362 12.351 -1.481 1.104 0.279
C 14.832 9.238 15.275 0.084 0.317 -1.533
C 11.876 17.198 8.763 0.901 0.717 -1.393
C 12.948 17.124 6.591 -0.080 -0.269 -0.257
C 8.311 16.248 10.760 -0.956 0.343 -0.301
C 6.941 16.427 10.485 -0.498 0.190 -0.271
C 10.179 16.833 15.333 0.684 -0.091 -0.235
C 9.353 12.351 16.577 -0.010 -0.380 -0.312
C 7.446 17.921 8.667 -0.126 -0.516 0.652
C 12.940 16.357 15.185 0.277 -0.659 0.148
C 9.273 16.846 9.950 -0.542 1.312 -0.836
C 9.850 12.636 8.778 0.811 1.711 -0.972
C 12.102 15.966 14.127 -0.796 1.181 0.805
C 16.665 11.490 6.556 0.267 0.324 -0.337
C 12.614 19.221 7.686 -0.284 0.551 0.625
C 14.318 16.222 12.502 2.130 0.038 -0.508
C 12.379 17.008 16.302 1.185 -0.908 -0.566
C 10.740 7.128 14.653 0.097 0.447 0.718
C 11.962 18.616 8.746 -0.127 -1.066 0.794
C 17.921 9.416 9.055 -1.324 1.337 -0.088
C 14.565 7.140 13.934 1.699 0.077 0.496
C 12.085 10.764 18.354 0.526 0.029 -1.281
C 10.692 16.161 14.222 0.743 0.230 1.130
C 15.733 18.151 12.783 0.684 0.421 0.713
C 12.404 16.434 7.668 -0.270 1.420 1.261
C 9.335 10.833 14.612 -0.134 -1.116 1.677
C 14.482 17.609 12.678 -0.870 -0.629 -0.152
C 18.746 9.558 10.323 0.766 -0.468 0.806
C 16.856 17.315 12.791 0.159 -0.147 0.102
C 14.816 8.413 8.206 1.144 0.806 -0.346
C 6.475 17.253 9.422 1.461 -0.572 0.824
C 14.220 8.768 6.825 -0.003 0.078 0.526
C 11.124 14.429 9.950 -1.409 3.269 -0.156
C 13.326 12.747 17.368 -0.028 -0.431 -0.095
C 11.308 7.270 12.197 0.680 -1.579 0.205
C 15.803 11.674 7.816 -0.436 -0.539 0.226
C 11.047 17.287 16.351 -1.582 0.059 0.183
C 16.713 15.940 12.580 0.658 -0.258 -0.148
H 14.871 7.188 12.884 0.029 0.314 0.065
H 14.150 12.452 18.006 0.351 -0.085 -0.048
H 8.914 11.893 17.477 0.200 0.366 -0.218
H 9.238 12.740 7.838 0.334 -0.215 1.296
H 9.386 12.056 9.566 -0.187 -0.127 -0.043
H 11.546 7.979 11.397 0.105 0.015 0.562
H 14.054 8.087 8.875 -0.555 -0.550 0.440
H 12.790 13.523 17.907 -0.266 0.136 -0.074
H 9.941 6.579 14.181 -0.326 -0.292 0.235
H 17.616 15.317 12.602 -0.403 0.254 -0.179
H 12.695 20.283 7.675 0.150 0.659 0.024
H 10.006 15.790 13.464 0.273 0.188 -0.041
H 10.815 12.195 8.467 -0.336 0.209 0.397
H 13.519 7.953 6.505 0.300 1.045 0.232
H 17.870 17.701 12.982 -0.700 -0.068 -0.165
H 11.013 10.562 18.278 0.159 0.018 0.523
H 7.157 18.567 7.857 -0.051 0.153 -0.162
H 16.199 10.821 5.789 0.364 0.598 0.731
H 11.373 6.473 15.257 0.024 -0.257 -0.292
H 8.527 12.766 15.956 0.658 -0.380 0.357
H 18.313 10.046 8.228 -0.307 -0.477 0.623
H 10.277 6.954 12.077 -0.157 0.057 -0.093
H 14.033 16.055 15.173 -1.392 0.779 -0.071
H 17.804 8.413 8.678 0.136 -0.370 0.033
H 10.027 13.170 16.805 -0.075 0.157 0.389
H 9.491 18.205 8.228 -0.014 -0.145 0.374
H 5.418 17.365 9.193 0.200 -0.087 0.174
H 10.331 7.865 15.376 0.025 -0.340 -0.584
H 12.645 9.812 18.365 -0.287 0.361 0.145
H 19.601 10.234 10.170 -0.339 -0.156 0.102
H 15.781 19.213 13.029 0.409 -0.258 -0.358
H 15.500 7.030 14.567 -1.151 -0.283 -0.964
H 13.598 18.972 5.764 -0.414 -0.076 0.674
H 16.124 12.502 8.444 0.232 0.305 -0.239
H 15.002 8.820 6.075 0.151 -0.053 -0.088
H 16.870 12.483 6.098 -0.462 -0.543 0.062
H 9.117 17.023 15.360 -0.105 0.050 0.255
H 13.978 6.248 14.032 -0.575 -0.309 0.352
H 11.553 19.178 9.628 0.438 -0.335 -1.178
H 12.383 11.372 19.204 -0.421 -0.197 0.210
H 13.594 18.272 12.745 0.699 -0.598 0.026
H 11.943 6.321 12.073 -0.742 1.335 0.054
H 10.659 17.806 17.241 0.038 -0.232 -0.628
H 6.198 15.890 11.100 0.530 0.393 -0.321
H 11.511 17.576 12.024 0.173 -0.227 -0.022
H 18.199 9.909 11.224 0.161 -0.044 -0.624
H 8.802 11.628 14.094 0.355 0.161 -0.036
H 12.474 15.366 7.762 -0.448 -0.359 -0.216
H 14.507 9.274 16.297 -0.005 -0.173 0.531
H 14.752 11.894 7.553 0.400 -0.135 0.081
H 15.353 14.292 12.030 0.178 1.061 0.519
H 13.692 13.135 16.410 -0.102 -0.129 0.462
H 13.204 16.653 5.648 0.288 -0.464 0.368
H 8.597 15.651 11.611 0.085 -0.295 -0.028
H 14.812 10.266 14.879 -0.140 -0.109 0.163
H 13.003 17.242 17.147 0.194 0.211 0.066
H 9.964 10.233 13.952 -0.103 0.262 -0.063
H 8.585 10.147 15.054 0.122 0.281 -0.604
H 15.897 8.950 15.166 -0.805 -0.187 0.215
H 13.781 9.795 6.860 -0.224 -1.018 -0.207
H 17.686 11.130 6.762 -0.513 -0.141 0.049
H 19.184 8.587 10.632 -0.189 0.436 -0.231
H 15.620 7.654 8.124 -0.605 0.298 0.134
```
Positions in Å, forces in eV/Å.

As for the orbital gap (alpha / beta): 0.1627 / 0.2536 Ha. As for the total charge: +2. The calculation puts the total energy at -123199.2634 eV. Its spin multiplicity is 7. Its relative energy (zero: lowest compared OMol25 entry of this formula, charge and spin) is 33.6 kcal/mol. For the LUMO energy (alpha / beta), the calculation gives -4.5 / -4.5 eV.

Atom charges from the Mulliken analysis, given in e for atoms 1 to 2: atom 1 (Eu): 1.247, atom 2 (Sb): 0.585